(1)
Density functional theory data (ωB97M-V/def2-TZVPD) for a molecular structure, C24H51I2N8O4P2 at a distorted geometry.

Structure (XYZ):
```
91
Properties=species:S:1:pos:R:3:lowdin_charge:R:1
C 1.96845 1.23744 -2.02137 -0.128
C 1.09875 -0.11478 -2.27261 -0.197
C -0.50239 0.16797 -2.13840 -0.180
O -0.83259 1.09445 -1.06497 -0.065
C -1.41678 0.41447 0.05302 -0.338
O -2.59436 0.68406 0.37533 0.131
C -0.45522 -0.60810 0.82735 0.003
C -0.69889 -2.13981 0.83355 0.104
C 0.33616 -3.02039 1.60334 -0.151
N 0.06528 -4.47871 1.61068 0.112
N 1.50502 -2.51321 2.28263 0.147
C 1.72926 -1.08363 2.29703 -0.151
C 3.01162 -0.45621 3.03856 -0.713
I 3.37598 -0.67323 5.16509 0.777
C 3.98483 0.29580 2.28003 -0.715
C 3.86807 0.50378 0.67752 -0.158
I 5.73171 1.23296 3.22274 0.780
C 0.78856 -0.03963 1.59298 0.091
H 3.09133 1.04773 -2.12442 0.076
H 1.66729 1.59924 -0.96558 0.054
H 1.66955 2.07199 -2.75040 0.087
H 1.33603 -0.42666 -3.36046 0.119
H 1.35340 -0.95758 -1.54061 0.086
H -1.06808 -0.82877 -2.09460 0.131
H -0.80135 0.65395 -3.14681 0.145
H -1.59746 -2.58204 0.28980 0.134
H -0.97919 -4.54806 1.65136 0.080
H 0.41810 -4.81031 2.53522 0.108
H 2.16382 -3.14281 2.76137 0.168
H 4.88265 0.80473 0.21701 0.081
H 3.15764 1.39801 0.53457 0.070
H 3.51735 -0.44550 0.13273 0.090
H 1.01542 1.08338 1.64352 0.143
O -3.59678 -4.68870 1.66314 -0.362
P -4.82474 -5.62256 1.63215 0.821
N -5.90819 -4.28945 1.44392 -0.311
C -7.14491 -4.01525 2.14869 -0.116
C -5.94101 -3.72086 0.09168 -0.137
N -4.57863 -6.02832 3.34581 -0.289
C -5.41620 -5.61155 4.47445 -0.160
C -3.20929 -5.72605 3.83449 -0.178
N -6.17499 -6.75945 1.54703 -0.294
C -6.93812 -6.78872 0.28877 -0.136
C -7.01954 -7.29003 2.60113 -0.136
H -7.97143 -4.68248 1.88009 0.071
H -7.50697 -3.00395 1.95381 0.090
H -7.01616 -4.06116 3.22609 0.060
H -6.30508 -4.42628 -0.65877 0.055
H -4.93656 -3.42011 -0.22364 0.066
H -6.57350 -2.83033 0.02073 0.085
H -5.36402 -4.53088 4.65591 0.087
H -5.07741 -6.12637 5.38152 0.088
H -6.46281 -5.87505 4.41953 0.043
H -3.08034 -4.64728 4.00554 0.079
H -2.43435 -6.06129 3.14134 0.054
H -2.99940 -6.22371 4.78585 0.080
H -7.60745 -5.93263 0.17103 0.069
H -7.59066 -7.66421 0.20972 0.084
H -6.25588 -6.82549 -0.56189 0.080
H -7.66523 -6.55534 3.06289 0.066
H -6.42807 -7.83419 3.35061 0.094
H -7.71957 -8.05273 2.22894 0.089
O 3.61031 3.84197 -2.34404 -0.340
P 4.50454 5.07375 -2.09935 0.821
N 3.13785 6.13243 -2.05553 -0.313
C 2.95188 7.40661 -2.72086 -0.119
C 2.36932 6.07828 -0.80742 -0.141
N 5.17331 4.93336 -3.74014 -0.291
C 4.92047 5.83224 -4.86995 -0.164
C 4.97380 3.59166 -4.34647 -0.167
N 5.59094 6.42751 -1.76164 -0.298
C 5.41303 7.11406 -0.47235 -0.142
C 6.26122 7.33831 -2.67075 -0.140
H 3.55511 8.22171 -2.30542 0.069
H 1.91612 7.74708 -2.66293 0.088
H 3.16417 7.34339 -3.78412 0.060
H 2.94532 6.40296 0.06270 0.053
H 2.04248 5.05364 -0.60127 0.067
H 1.46680 6.69714 -0.83716 0.083
H 3.88164 5.78136 -5.21909 0.086
H 5.57466 5.55199 -5.70428 0.087
H 5.15377 6.87627 -4.71555 0.042
H 3.93701 3.46361 -4.68896 0.081
H 5.21154 2.78056 -3.65528 0.065
H 5.61546 3.44223 -5.21991 0.079
H 4.53694 7.76743 -0.44938 0.067
H 6.25415 7.76870 -0.22166 0.082
H 5.33126 6.38231 0.33313 0.076
H 5.59466 8.00394 -3.20231 0.064
H 6.92446 6.79761 -3.36023 0.093
H 6.94509 8.02175 -2.14553 0.087
```

Calculated values
HOMO-LUMO gap in Ha: 0.183
Total energy in eV: -80585.6663
LUMO energy in eV: -4.5050
Net charge: +1

---

(2)
Density functional theory data (ωB97M-V/def2-TZVPD) for 8 unconnected molecules or ions with the total composition C24H52F6N15O17S2 at a distorted geometry.

Structure (XYZ):
```
116
Properties=species:S:1:pos:R:3:lowdin_charge:R:1
C 0.94776 -1.55147 4.35843 -0.105
O -0.28251 -1.26837 5.05043 -0.184
C -1.34787 -1.42124 4.10721 -0.240
C -1.89957 -0.05655 3.59411 -0.154
C -3.38150 -0.26334 3.11508 -0.160
C -3.63533 -0.07008 1.58064 -0.177
C -2.42226 -0.44583 0.67786 -0.121
C -2.70596 -0.45566 -0.85019 -0.249
S -4.46547 -0.17127 -1.39480 0.700
O -5.28507 -1.26797 -1.01743 -0.197
O -4.92282 1.09431 -0.95229 -0.198
F -4.46351 -0.10980 -3.01116 -0.125
C -1.97139 0.66314 -1.69009 -0.100
S -2.05332 2.44622 -1.15505 0.812
O -2.87197 3.23141 -2.03031 -0.194
O -2.58081 2.55780 0.17060 -0.214
C -0.31872 3.13892 -1.01367 -0.437
F 0.57656 2.15053 -0.81313 0.136
F -0.01104 3.84832 -2.10070 0.144
C -0.19144 4.11590 0.21638 -0.582
F -0.05582 3.43544 1.34270 0.183
F 0.95711 4.78480 0.04694 0.191
F -1.14091 5.02677 0.27077 0.213
N -1.32848 0.30517 -2.72826 0.054
C -0.57253 1.13603 -3.66331 0.034
C -1.56881 2.05725 -4.44519 -0.483
O -2.61513 1.66840 -4.78569 0.201
O -1.21238 3.35226 -4.71096 0.080
C -1.36785 -1.18105 -2.89878 -0.163
C -1.52949 -1.78479 -4.32161 -0.035
C -2.99194 -2.02211 -4.79245 -0.258
O -3.35807 -1.57962 -5.82509 0.110
C -2.22198 -1.69295 -1.73346 -0.174
C -1.71045 -2.98166 -1.04242 -0.103
O -0.31118 -2.99105 -0.79329 -0.186
O 0.12033 -1.78625 -0.26283 -0.003
H 1.75564 -1.54499 5.11281 0.096
H 1.08250 -0.73178 3.61524 0.090
H 0.95155 -2.55627 3.88875 0.082
H -1.09171 -2.10659 3.27126 0.108
H -2.17247 -1.89230 4.68552 0.127
H -1.24525 0.45831 2.86732 0.100
H -1.94384 0.60322 4.48490 0.123
H -3.99242 0.50774 3.62781 0.117
H -3.79916 -1.22937 3.46540 0.113
H -4.46041 -0.76545 1.30612 0.110
H -4.03478 0.94258 1.41683 0.102
H -1.99589 -1.38484 1.06303 0.116
H -1.64969 0.33684 0.83990 0.110
H 0.20762 1.73378 -3.15331 0.138
H -0.03631 0.54552 -4.42671 0.158
H -1.96450 3.89562 -4.40448 0.137
H -0.30407 -1.43856 -2.66358 0.171
H -1.00729 -2.76730 -4.31470 0.146
H -1.03566 -1.19856 -5.11969 0.128
H -3.71720 -2.63935 -4.19741 0.141
H -3.19220 -2.04934 -2.15062 0.116
H -1.89574 -3.81382 -1.75297 0.157
H -2.31644 -3.23698 -0.14483 0.157
H 0.47566 -1.94156 0.63160 0.134
C -0.00254 -6.65046 0.27907 -0.686
O -0.66616 -6.57441 1.30195 0.018
N 0.37827 -5.53556 -0.41945 0.147
N 0.40775 -7.83305 -0.24431 0.167
H 0.92182 -5.56155 -1.26175 0.095
H 0.08688 -4.64675 -0.05197 0.057
H 0.14084 -8.67399 0.24930 0.077
H 0.95451 -7.91238 -1.08072 0.096
C 1.36750 -10.35268 2.52016 -0.671
O 0.57667 -10.39838 1.59280 0.024
N 2.11215 -11.43155 2.90316 0.133
N 1.57289 -9.22236 3.24923 0.171
H 2.76584 -11.41752 3.66634 0.108
H 1.98349 -12.28583 2.38736 0.126
H 1.03844 -8.40808 2.99407 0.099
H 2.21725 -9.16256 4.01567 0.100
C 0.53770 3.43459 4.89261 -0.689
O 1.11421 2.50510 4.34096 -0.003
N -0.34161 4.24066 4.22741 0.158
N 0.71814 3.74359 6.19893 0.169
H -0.82900 5.00865 4.65154 0.094
H -0.49788 4.03652 3.25938 0.060
H 1.35805 3.17257 6.72084 0.109
H 0.25109 4.50481 6.66238 0.067
C 0.36203 6.55739 -7.02218 -0.687
O 0.35333 7.48904 -7.80267 0.035
N 1.48092 6.17317 -6.34233 0.158
N -0.75532 5.81107 -6.75729 0.148
H 1.50351 5.40918 -5.69478 0.082
H 2.32586 6.70021 -6.51239 0.085
H -1.59924 6.06402 -7.23922 0.104
H -0.77006 5.03890 -6.11887 0.047
C 0.40205 7.82151 6.49171 -0.680
O 0.26056 6.73494 7.03236 0.008
N 1.61813 8.28843 6.09876 0.157
N -0.64564 8.65501 6.23872 0.153
H 1.75763 9.17633 5.65468 0.097
H 2.41285 7.69875 6.27092 0.109
H -1.55820 8.34224 6.51773 0.105
H -0.55186 9.55041 5.79752 0.096
C 5.77756 -11.54867 2.13731 -0.692
O 5.67594 -12.57796 2.78323 0.021
N 6.97774 -11.07976 1.68691 0.145
N 4.69626 -10.78385 1.81517 0.147
H 7.08271 -10.23698 1.15512 0.089
H 7.79367 -11.62164 1.90859 0.104
H 3.79067 -11.11235 2.13867 0.038
H 4.75041 -9.93333 1.28677 0.093
C 3.86528 9.46452 -6.40600 -0.690
O 4.05759 8.45140 -7.05800 0.014
N 2.90712 10.37192 -6.73647 0.158
N 4.59397 9.77162 -5.29265 0.145
H 2.73036 11.21088 -6.21734 0.094
H 2.35092 10.17419 -7.55072 0.109
H 5.31064 9.12335 -5.02127 0.101
H 4.45211 10.59851 -4.74415 0.091
```

Calculated values
HOMO-LUMO gap in Ha: 0.194
Total energy in eV: -120858.2443
LUMO energy in eV: -5.9057
Net charge: +1